# 1
Entry from the Open Molecules 2025 dataset: 2 unconnected molecules or ions with the total composition C21H34ClF4N3O6PSSi in a non-equilibrium geometry (ωB97M-V/def2-TZVPD).

Atoms and positions in Å:
Cl  -0.23008  -0.02972  -2.53837
S  -4.49959  1.72603  -2.44997
P  -2.87494  0.89479  -3.01249
Si  3.28919  -0.61397  1.15961
F  -0.69520  -0.10953  2.87133
F  -4.53229  0.64443  3.03345
F  -3.84578  -2.35851  0.46254
F  0.34796  1.24649  1.45836
O  -2.23495  1.67049  1.07675
O  -2.26468  -2.65380  1.93661
O  -2.28777  1.54250  -4.43753
O  -1.77559  -6.83098  1.78130
O  -4.90683  0.39349  0.89071
O  -3.25423  -0.69126  -3.40197
N  -1.02599  3.13791  -2.20246
N  -2.85568  -0.44668  1.71961
N  -1.60447  0.75540  -1.73727
C  5.53796  3.06426  0.56830
C  0.38081  -1.14959  1.02308
C  -1.97981  2.57089  -0.00966
C  -4.14602  0.21840  1.77873
C  -0.44977  0.09041  1.49790
C  0.20853  3.93787  -1.91940
C  -3.06756  -6.95506  2.36765
C  0.26068  5.08810  -3.03557
C  4.86748  1.94407  1.28066
C  4.30012  0.97120  -1.04664
C  -1.08218  2.05402  -1.18629
C  -4.10889  -6.27857  1.49751
C  -2.07507  -0.19443  -0.65216
C  4.23872  -2.26120  0.87267
C  1.67205  -0.74599  0.14588
C  -2.93652  -1.84455  1.39226
C  -1.89399  0.30957  0.83738
C  5.57513  3.14113  -0.90052
C  3.04806  -0.26932  3.01168
C  4.24292  0.89730  0.44610
C  4.96251  2.08600  -1.73320
H  2.50465  0.71922  3.09799
H  -2.97958  2.97846  -0.35358
H  -1.63075  -1.19530  -0.88446
H  5.98916  3.87232  1.19762
H  -1.86471  3.72530  -2.09665
H  4.02552  -0.15439  3.55765
H  4.00780  -2.69626  -0.14759
H  0.80318  4.72270  -3.95285
H  -1.33094  1.74160  -4.35612
H  -3.04462  -6.50837  3.36684
H  0.81951  -1.60889  1.96001
H  -4.11958  -6.72074  0.49898
H  -1.58245  -5.88940  1.70163
H  0.69389  6.04528  -2.63997
H  -0.81585  5.27031  -3.33349
H  -3.87752  -5.21646  1.37409
H  4.83748  1.88810  2.39906
H  -3.19282  -0.31942  -0.81736
H  -0.00213  1.87826  -0.90927
H  1.83501  -1.55621  -0.62749
H  1.14292  3.31757  -2.03406
H  -3.28782  -8.01792  2.47116
H  3.82239  0.15496  -1.65813
H  1.53080  0.21077  -0.42152
H  2.45162  -1.06619  3.54432
H  -2.67691  -0.97753  -4.14752
H  0.16878  4.40933  -0.89649
H  -0.20283  -1.97284  0.53962
H  5.34314  -2.15768  1.03012
H  -5.10500  -6.37258  1.93515
H  6.05317  3.99831  -1.43171
H  4.95449  2.10961  -2.84664
H  3.86871  -3.03383  1.61113
H  -1.44297  3.47032  0.42301

Results
Charge: +1
HOMO-LUMO gap in eV: 6.0
E_HOMO in Ha: -0.41472

Atomic partial charges in e from the Löwdin method, atoms 1 to 2: number 1, Cl, carries 0.89; number 2, S, carries 0.49


# 2
Entry from the Open Molecules 2025 dataset: a molecular structure, C21H34N3O3PPt in a non-equilibrium geometry (ωB97M-V/def2-TZVPD).

Atoms and positions in Å:
Pt  0.09523  0.09485  0.62126
P  -1.03594  -1.32036  1.85126
O  0.52501  2.56906  -1.35830
O  4.99670  3.08628  -0.66004
O  2.66827  0.48074  2.09850
N  -2.21257  0.48875  -3.80924
N  1.63496  1.40803  0.31570
N  2.73546  3.02952  -0.92841
C  0.00687  -3.92461  -1.03651
C  -2.46218  1.84907  -3.40447
C  0.07142  -0.03809  -2.85869
C  -0.62384  -1.28311  3.60416
C  0.20120  -2.50690  -2.96330
C  -3.19996  -0.48063  -3.44565
C  2.47961  3.65932  3.38334
C  0.02375  -1.50098  -0.75800
C  5.62481  1.04285  1.57738
C  2.62226  1.40764  1.27519
C  4.86461  2.24640  2.09728
C  -2.83933  -1.39405  1.71370
C  0.08746  -1.35929  -2.16364
C  0.15725  -3.78434  -2.41217
C  2.89221  3.84289  1.93159
C  3.89560  2.90852  -0.16186
C  -0.85978  0.07678  -4.09480
C  1.53522  2.34590  -0.69412
C  -0.12572  -2.78938  -0.22950
C  -0.46993  -2.96003  1.22439
C  3.59344  2.60110  1.30205
H  2.18968  2.62116  3.58671
H  -4.17195  -0.19579  -3.88333
H  -0.54451  1.53773  1.36293
H  1.62567  4.31132  3.59781
H  -2.87708  1.89972  -2.38168
H  -0.91638  -0.86308  -4.66149
H  -3.14005  -1.39930  0.65603
H  -0.03263  -4.90738  -0.56869
H  3.29881  3.93886  4.05703
H  -3.25878  -0.50775  2.20772
H  0.32448  -2.37335  -4.03860
H  2.79315  3.49675  -1.82235
H  -1.31662  -0.59943  4.11089
H  -0.18153  0.75248  -2.15028
H  -3.20692  2.30614  -4.07869
H  5.51329  3.13506  2.10448
H  4.99997  0.15025  1.67862
H  -3.21642  -2.30210  2.20344
H  -0.72340  -2.28606  4.03743
H  5.89842  1.19720  0.52896
H  -2.90031  -1.47271  -3.81645
H  -0.34839  1.09015  1.98371
H  3.59359  4.68600  1.84251
H  0.37978  -3.28436  1.84621
H  0.21429  -4.65970  -3.05455
H  -1.53205  2.43398  -3.44332
H  -0.44382  0.86540  -4.74440
H  0.40535  -0.92390  3.73221
H  6.53239  0.91383  2.17211
H  -3.34096  -0.54092  -2.34802
H  2.01676  4.09502  1.31363
H  -1.27197  -3.69488  1.38435
H  4.55527  2.05999  3.13332
H  1.08822  0.19102  -3.21688

Results
Expectation value of S²: 2.01
Charge: 0
Multiplicity: 3
HOMO-LUMO gap (alpha / beta) in eV: 5.8 / 5.1
E_HOMO (alpha / beta) in Ha: -0.20037 / -0.27401

Atomic partial charges in e from the natural (NBO) method, atoms 1 to 2: number 1, Pt, carries 0.66; number 2, P, carries 1.01


# 3
Entry from the Open Molecules 2025 dataset: a molecular structure, C21H34N9O2Y in a non-equilibrium geometry (ωB97M-V/def2-TZVPD).

Atoms and positions in Å:
Y  0.11484  -0.94500  -0.41459
O  1.23442  0.06775  -2.37592
O  0.30922  0.92552  -4.12915
N  1.01878  -3.15659  0.95166
N  -0.79863  -0.51251  -2.78530
N  2.48438  -0.64439  0.56499
N  0.27750  0.20400  -3.15794
N  -1.61770  -1.86428  1.44558
N  0.90237  -2.88804  -1.99159
N  -2.03898  -0.15157  -4.77214
N  -2.93194  -1.22965  -2.94849
N  -2.83069  -1.67962  -1.63057
C  -2.07848  5.25810  1.02265
C  -0.04998  -3.71859  1.81228
C  2.12234  -2.71714  1.84031
C  -0.26453  1.21852  0.07275
C  1.98811  -3.64402  -1.32470
C  -1.89787  5.62742  -1.34290
C  0.54308  1.20895  2.45464
C  -1.05488  2.02940  -0.67156
C  2.10315  3.44989  2.01884
C  3.15244  -1.80694  1.18691
C  1.48387  -4.19383  0.00127
C  -1.55142  4.29748  -1.51915
C  1.27893  1.75308  3.50033
C  -1.71416  3.93405  0.84957
C  1.36234  2.91203  0.97961
C  0.54243  1.79561  1.18297
C  -2.15845  6.11160  -0.06980
C  2.05473  2.88136  3.28719
C  -1.42371  3.44075  -0.42410
C  -1.90086  -0.60223  -3.53893
C  -0.90201  -2.65169  2.47708
H  2.71895  4.32200  1.84187
H  -1.66703  3.27097  1.70302
H  2.33036  -4.48743  -1.92822
H  -2.10424  -1.09766  1.90328
H  2.25383  -4.82355  0.45859
H  3.11787  -0.20136  -0.09518
H  -0.70936  -4.33067  1.19364
H  2.32753  0.06224  1.28589
H  0.37588  -4.37073  2.58259
H  1.27701  -2.49170  -2.84818
H  1.41353  3.36039  -0.00435
H  -3.81521  -1.29460  -3.43024
H  -2.34826  -2.45425  1.05956
H  -0.29718  -1.96719  3.07096
H  -3.48689  -1.16063  -1.05717
H  3.85212  -1.49841  1.96501
H  -1.52784  1.64685  -1.57995
H  3.73083  -2.34362  0.43868
H  -3.09142  -2.65830  -1.60332
H  2.61762  3.31856  4.10065
H  1.23868  1.29950  4.48314
H  -1.34996  3.92190  -2.51691
H  -0.09407  0.34355  2.63526
H  -1.59408  -3.14542  3.16175
H  0.19062  -3.55119  -2.28637
H  1.68193  -2.16340  2.67038
H  -2.30692  5.62517  2.01474
H  -1.97510  6.28241  -2.20081
H  2.63616  -3.59026  2.25820
H  -2.88801  -0.27665  -5.30032
H  -1.29804  0.40877  -5.16487
H  -2.43702  7.14746  0.07046
H  2.82938  -2.96709  -1.19903
H  0.63974  -4.84511  -0.23455

Results
ΔE to the lowest compared entry with this formula, charge and spin in kcal per mole: 18.4
Charge: +2
HOMO-LUMO gap in eV: 6.3
E_HOMO in Ha: -0.45600

Atomic partial charges in e from the natural (NBO) method, atoms 1 to 2: number 1, Y, carries 2.02; number 2, O, carries -0.45


Number 1: electronic energy -90468.691 eV. Number 2: electronic energy -45474.653 eV. Number 3: electronic energy -40863.907 eV.